1.
{
  "formula": "C2H6N2O",
  "method": "ωB97M-V/def2-TZVPD",
  "elements": ["N", "C", "C", "N", "O", "H", "H", "H", "H", "H", "H"],
  "xyz": [[1.4535, 0.0937, 1.1652], [0.2307, -0.5891, 0.4311], [-0.0456, -0.0878, -1.0221], [-1.2766, 0.4779, -1.0908], [0.7823, -0.1941, -1.9642], [1.4384, -0.1192, 2.1499], [1.2730, 1.1057, 1.0747], [-0.7138, -0.3471, 1.0352], [0.3167, -1.6523, 0.5025], [-1.9609, 0.2546, -0.4252], [-1.4977, 1.0576, -1.8562]],
  "forces_ev_per_angstrom": [[-1.84, -0.06, -2.38], [-0.19, 1.81, 2.10], [2.85, -0.91, -0.84], [1.21, 0.01, -0.63], [-2.54, 0.69, 2.62], [-0.31, -0.23, 0.16], [0.30, -0.66, 0.19], [1.13, -0.31, -0.73], [0.51, -0.65, -0.32], [-0.72, 0.04, 0.82], [-0.41, 0.25, -0.99]],
  "lumo_energy_ev": 0.77,
  "smiles": "NCC(N)=O"
}

2.
{
  "formula": "C34H28CrNO3",
  "method": "ωB97M-V/def2-TZVPD",
  "elements": ["O", "C", "Cr", "C", "O", "C", "O", "C", "C", "C", "C", "C", "C", "C", "C", "C", "C", "C", "C", "C", "C", "C", "C", "C", "C", "C", "C", "C", "H", "H", "H", "H", "H", "H", "H", "H", "H", "H", "H", "H", "H", "H", "H", "C", "C", "C", "C", "C", "C", "C", "C", "N", "C", "C", "H", "H", "H", "H", "H", "H", "H", "H", "H", "H", "H", "H", "H"],
  "xyz": [[3.8166, 0.4133, 7.1501], [3.5445, 0.4865, 6.0191], [2.9740, 0.2006, 4.1874], [1.5037, -0.5122, 5.1281], [0.7518, -1.0200, 5.8620], [3.8097, -1.4232, 4.8401], [4.2014, -2.3297, 5.4595], [4.3936, 1.2741, 2.8689], [3.5287, 2.1637, 3.5217], [2.1378, 1.9964, 3.3965], [1.6126, 0.9968, 2.5432], [0.1989, 0.8819, 2.3130], [-0.9488, 0.4364, 2.3980], [-2.2851, 0.1630, 2.7175], [-2.6126, -1.2418, 2.8824], [-1.6275, -2.1883, 2.4867], [-1.6414, -3.4811, 2.9989], [-2.6234, -3.8585, 3.9241], [-3.6787, -2.9810, 4.2002], [-3.7674, -1.7546, 3.5294], [-3.0303, 1.3018, 3.2635], [-2.4850, 2.5834, 3.0233], [-3.1175, 3.7503, 3.4366], [-4.2801, 3.6782, 4.1993], [-4.8037, 2.4221, 4.5166], [-4.1651, 1.2508, 4.1058], [2.4870, -0.0426, 2.1467], [3.8804, 0.1314, 2.2453], [5.4689, 1.4463, 2.8750], [3.9161, 2.9801, 4.1333], [1.4410, 2.6684, 3.9084], [-0.8226, -1.8561, 1.8281], [-0.8474, -4.1708, 2.7184], [-2.5823, -4.8474, 4.3815], [-4.4104, -3.2546, 4.9608], [-4.7025, -1.1985, 3.4878], [-1.5320, 2.6431, 2.4937], [-2.6911, 4.7117, 3.1554], [-4.7589, 4.6021, 4.5220], [-5.6906, 2.3623, 5.1409], [-4.5020, 0.2979, 4.4938], [2.0562, -0.9506, 1.7152], [4.5458, -0.6362, 1.8489], [-3.9379, 4.6372, -0.1439], [-4.5641, 4.3409, -1.3614], [-4.3094, 3.1085, -1.9683], [-3.4417, 2.1886, -1.3572], [-3.2276, 0.8319, -1.9941], [-2.4957, 0.8379, -3.3608], [-1.8711, -0.5660, -3.4382], [-2.0224, -1.1930, -2.0300], [-2.5057, -0.1003, -1.1564], [-2.7712, 2.5141, -0.1776], [-2.9522, 3.7909, 0.3609], [-4.1991, 5.5332, 0.4181], [-5.2378, 5.0650, -1.8239], [-4.7845, 2.8407, -2.9163], [-4.2295, 0.3987, -2.2016], [-3.1873, 1.1050, -4.1689], [-1.6930, 1.5866, -3.3747], [-2.2903, -1.1913, -4.2361], [-0.8045, -0.4568, -3.6423], [-2.7918, -1.9906, -2.0150], [-1.0668, -1.6264, -1.6934], [-3.0602, -0.4361, -0.3693], [-2.1115, 1.7743, 0.2885], [-2.3487, 4.1305, 1.1982]],
  "forces_ev_per_angstrom": [[-0.87, 0.48, -4.14], [0.75, 0.51, 4.57], [1.19, -0.81, 2.35], [-2.82, -1.99, 2.46], [2.20, 1.76, -2.56], [1.26, -4.10, 1.75], [-1.25, 3.23, -2.43], [0.66, 0.45, -0.49], [0.31, 0.30, -0.05], [-1.00, 0.93, -0.22], [-0.74, -0.17, 0.05], [-0.45, -1.20, 0.27], [1.36, 0.98, -0.10], [-0.39, -0.33, 0.63], [0.01, -0.54, -0.69], [-0.02, -0.27, 0.60], [0.01, 0.26, -0.22], [0.10, 0.26, -0.06], [0.06, -0.01, -0.42], [0.29, -0.08, 0.29], [0.32, 0.79, 0.37], [-0.21, 0.12, 0.07], [0.18, -0.43, 0.26], [-0.05, -0.04, -0.38], [0.33, -0.04, 0.16], [-0.07, 0.16, -0.18], [-0.87, -0.40, -1.16], [0.31, -0.16, -0.21], [-0.26, -0.15, 0.25], [-0.05, -0.29, -0.24], [0.37, -0.19, -0.33], [-0.11, -0.18, 0.30], [-0.25, 0.06, 0.04], [-0.02, 0.35, -0.01], [-0.14, -0.03, -0.57], [0.38, -0.13, 0.50], [-0.52, 0.13, 0.08], [-0.08, -0.12, 0.29], [0.00, -0.34, 0.01], [0.16, -0.08, -0.06], [-0.14, 0.35, -0.12], [0.26, 0.47, -0.05], [-0.15, 0.28, 0.16], [0.03, 0.13, -0.41], [0.02, -0.41, 0.00], [-0.19, 0.44, -0.09], [-0.09, -0.69, 0.02], [0.95, 1.40, 0.22], [0.12, 0.15, 0.10], [0.35, -0.04, -0.02], [0.27, -0.10, -0.39], [-1.69, -1.08, -1.64], [0.07, 0.69, 0.08], [0.05, -0.61, 0.02], [0.20, -0.02, -0.37], [0.12, -0.35, 0.19], [0.07, 0.17, 0.33], [-0.05, -0.16, 0.32], [0.18, -0.29, 0.20], [-0.35, -0.04, 0.21], [-0.03, 0.10, 0.39], [-0.14, -0.11, -0.16], [0.35, 0.22, 0.17], [-0.47, 0.19, 0.20], [0.51, 0.32, 0.50], [-0.02, 0.49, -0.22], [-0.29, -0.19, -0.41]],
  "lumo_energy_ev": [-5.51, -9.45],
  "multiplicity": 4,
  "total_charge": 2
}

3.
{
  "formula": "C36H34Cl2IN6O5SZr",
  "method": "ωB97M-V/def2-TZVPD",
  "elements": ["Zr", "C", "C", "N", "C", "C", "C", "O", "C", "C", "N", "C", "C", "C", "C", "C", "C", "I", "C", "O", "H", "H", "H", "H", "H", "H", "H", "H", "H", "H", "H", "H", "C", "C", "N", "C", "C", "C", "S", "N", "C", "O", "C", "C", "C", "C", "C", "C", "H", "H", "H", "H", "H", "H", "H", "H", "H", "H", "H", "H", "H", "H", "H", "O", "C", "C", "C", "C", "O", "N", "H", "H", "H", "H", "Cl", "C", "C", "C", "C", "C", "Cl", "C", "N", "H", "H", "H"],
  "xyz": [[0.3087, 0.4239, 0.1028], [-2.3542, -1.9276, 3.3163], [-0.8783, -2.1825, 3.3238], [-0.3840, -3.0537, 4.1981], [0.9295, -3.2620, 4.2058], [1.8307, -2.6170, 3.3696], [3.2969, -2.9004, 3.5516], [3.8882, -2.1010, 4.5800], [1.3279, -1.6997, 2.4426], [2.1751, -0.8798, 1.4743], [1.8206, 0.5320, 1.6085], [2.2549, 1.2549, 2.6725], [3.4404, 0.9718, 3.3805], [3.8587, 1.7537, 4.4436], [3.1261, 2.8588, 4.8529], [1.9531, 3.1663, 4.1765], [1.5311, 2.3758, 3.1266], [-0.2974, 2.7683, 2.1993], [-0.0615, -1.4950, 2.4101], [-0.6412, -0.6704, 1.5372], [-2.8198, -2.4846, 4.1270], [-2.5674, -0.8625, 3.4203], [-2.7983, -2.2251, 2.3648], [1.3004, -3.9827, 4.9295], [3.4265, -3.9373, 3.8665], [3.8460, -2.7718, 2.6159], [3.4369, -1.2483, 4.5880], [3.2388, -1.0597, 1.6264], [4.0639, 0.1479, 3.0579], [4.7802, 1.4954, 4.9521], [3.4543, 3.4690, 5.6834], [1.3548, 4.0160, 4.4792], [-3.1541, -1.0137, -3.4523], [-4.4943, -0.5109, -2.9326], [-4.6143, -0.4998, -1.4767], [-5.2575, -1.6309, -0.8232], [-4.2677, -2.6993, -0.3797], [-4.1228, 0.5280, -0.7489], [-4.2688, 0.6533, 0.9095], [-3.5605, 1.5296, -1.5180], [-2.3222, 1.8411, -1.3951], [-1.4584, 1.2325, -0.6480], [-1.8219, 2.9819, -2.2241], [-2.2074, 3.0926, -3.5557], [-1.7339, 4.1368, -4.3364], [-0.8898, 5.0912, -3.7830], [-0.5174, 4.9939, -2.4488], [-0.9715, 3.9350, -1.6752], [-3.1359, -0.9679, -4.5437], [-2.9728, -2.0465, -3.1541], [-2.3321, -0.4052, -3.0737], [-5.2999, -1.1436, -3.3104], [-4.6716, 0.5030, -3.2905], [-5.9847, -2.0438, -1.5262], [-5.7948, -1.2469, 0.0429], [-3.7739, -3.1694, -1.2320], [-4.7751, -3.4781, 0.1926], [-3.5060, -2.2482, 0.2563], [-2.8782, 2.3501, -3.9685], [-2.0280, 4.2091, -5.3762], [-0.5267, 5.9117, -4.3898], [0.1368, 5.7334, -2.0034], [-0.6635, 3.8527, -0.6412], [0.7360, 0.4193, -2.2083], [1.3175, 1.5263, -2.1639], [1.8624, 2.3055, -3.3321], [2.5902, 3.4486, -2.6304], [2.1376, 3.3414, -1.1678], [2.3400, 4.1737, -0.3178], [1.4638, 2.1458, -0.9917], [1.0080, 2.6533, -3.9189], [2.4800, 1.6751, -3.9695], [2.3537, 4.4382, -3.0152], [3.6745, 3.3269, -2.6507], [-0.7047, -2.1452, -1.1854], [0.8241, -2.9804, -1.1576], [0.8987, -4.2128, -1.7723], [2.0997, -4.9059, -1.7682], [3.2110, -4.3240, -1.1851], [3.1157, -3.0746, -0.5952], [4.6026, -2.3403, -0.0563], [1.9070, -2.3573, -0.5040], [1.7510, -1.1340, 0.0862], [0.0141, -4.6262, -2.2371], [2.1718, -5.8801, -2.2321], [4.1728, -4.8181, -1.2047]],
  "forces_ev_per_angstrom": [[-0.05, 0.00, 0.12], [-0.01, -0.01, 0.01], [0.00, 0.01, 0.00], [0.00, 0.00, 0.00], [0.01, 0.00, 0.00], [-0.01, 0.00, 0.01], [-0.03, 0.01, -0.02], [0.02, 0.01, 0.02], [-0.01, 0.01, -0.02], [0.01, 0.02, 0.00], [0.02, -0.01, 0.02], [-0.03, -0.01, -0.03], [0.02, 0.01, 0.02], [0.01, -0.02, -0.01], [0.01, 0.00, 0.01], [-0.03, 0.02, 0.00], [0.02, -0.01, 0.00], [0.00, 0.00, -0.01], [0.02, -0.02, -0.03], [0.02, 0.03, -0.07], [0.00, 0.00, 0.00], [0.01, 0.00, 0.00], [0.00, 0.00, 0.01], [-0.01, 0.00, 0.00], [0.01, 0.00, 0.00], [0.01, 0.00, 0.00], [-0.01, 0.00, -0.01], [0.00, -0.01, 0.00], [-0.01, 0.00, -0.01], [0.00, 0.00, 0.00], [-0.01, 0.00, 0.00], [0.01, 0.00, 0.00], [0.00, -0.01, 0.00], [-0.02, 0.01, -0.01], [0.03, 0.00, 0.00], [-0.03, 0.00, 0.01], [0.02, 0.00, -0.01], [0.01, 0.02, 0.01], [-0.01, -0.01, 0.00], [-0.02, 0.00, -0.04], [0.01, -0.10, 0.00], [-0.01, 0.11, 0.04], [0.01, 0.01, 0.01], [0.00, 0.00, 0.00], [0.00, -0.01, 0.00], [0.00, 0.01, 0.00], [0.00, -0.01, 0.01], [0.00, 0.01, -0.01], [0.00, 0.00, 0.00], [0.01, 0.00, 0.00], [0.00, 0.00, 0.00], [0.00, 0.00, 0.00], [0.00, -0.01, 0.00], [0.00, 0.00, 0.00], [0.00, 0.00, 0.00], [0.00, 0.01, 0.00], [-0.01, 0.00, 0.00], [0.00, 0.00, -0.01], [0.00, 0.00, 0.00], [0.00, 0.00, 0.00], [0.00, 0.00, 0.00], [0.00, 0.00, 0.00], [0.01, -0.01, 0.01], [0.02, 0.01, -0.02], [0.00, -0.04, -0.02], [-0.03, 0.02, 0.01], [0.01, 0.00, 0.01], [-0.02, -0.06, -0.02], [0.00, 0.02, 0.01], [0.01, 0.02, 0.00], [0.01, 0.00, -0.01], [0.01, -0.01, 0.01], [-0.01, 0.00, 0.00], [0.00, 0.01, -0.01], [0.01, -0.02, -0.01], [0.00, 0.01, 0.00], [0.01, 0.00, 0.00], [-0.02, -0.01, -0.01], [0.01, 0.01, 0.01], [0.00, 0.00, 0.00], [0.01, 0.00, 0.00], [-0.02, -0.01, 0.00], [0.00, 0.00, 0.00], [0.00, 0.00, 0.00], [0.00, 0.00, 0.00], [0.00, 0.00, 0.00]],
  "lumo_energy_ev": 2.42,
  "total_charge": -1
}

4.
{
  "formula": "C3H4O2",
  "method": "ωB97M-V/def2-TZVPD",
  "elements": ["C", "C", "C", "H", "H", "H", "H", "O", "O"],
  "xyz": [[-0.2359, 0.8666, 0.6595], [-0.6875, -0.3611, 0.0471], [0.6252, -0.3265, -0.6610], [-1.5470, -0.4571, -0.5208], [-0.7234, -0.9842, 0.9243], [1.5050, -0.8059, -0.0885], [0.6180, -0.4118, -1.8256], [-0.2915, 1.3674, 1.7635], [0.7371, 1.1126, -0.2985]],
  "forces_ev_per_angstrom": [[1.23, 3.16, 1.88], [0.38, -2.11, 2.03], [2.01, 0.61, -1.90], [-1.63, 0.23, -1.07], [-0.34, -1.21, -0.06], [-1.49, 0.19, -1.41], [0.25, -0.22, 2.30], [-0.45, -0.59, -2.18], [0.04, -0.06, 0.40]],
  "lumo_energy_ev": 0.85
}